1.
{
  "formula": "C3H4ClFO",
  "method": "the ωB97M-V functional and the def2-TZVPD basis",
  "e_tot_ev": -20459.30339,
  "smiles": "CO/C=C(\\F)Cl",
  "lumo_ev": 0.644,
  "total_charge": 0,
  "orbital_gap_ha": 0.38035,
  "elements": ["C", "O", "C", "C", "F", "Cl", "H", "H", "H", "H"],
  "positions_angstrom": [[0.54805, -1.01924, 1.41409], [-0.39900, -0.99859, 0.37880], [-0.26229, 0.21240, -0.57219], [-0.89022, 1.15342, -1.24241], [-2.21364, 1.10584, -1.59116], [0.00309, 2.33412, -2.20254], [0.09256, -1.67285, 2.05181], [0.81637, 0.09072, 1.80255], [1.43476, -1.62545, 0.74672], [0.87032, 0.41962, -0.78566]]
}

2.
{
  "formula": "C3H4ClN3O",
  "method": "the ωB97M-V functional and the def2-TZVPD basis",
  "e_tot_ev": -22214.61559,
  "smiles": "Oc1[nH]nnc1CCl",
  "lumo_ev": 0.594,
  "total_charge": 0,
  "orbital_gap_ha": 0.36530,
  "elements": ["O", "C", "N", "N", "N", "C", "C", "Cl", "H", "H", "H", "H"],
  "positions_angstrom": [[-0.22018, 1.98938, 0.11536], [0.39835, 0.76143, -0.00040], [1.74890, 0.71264, -0.16268], [2.18608, -0.57096, -0.31209], [1.21000, -1.36181, -0.22732], [0.10512, -0.57850, 0.06105], [-1.28181, -1.11918, 0.27568], [-2.46533, 0.03861, -0.35787], [-1.11415, 1.79065, -0.27593], [2.28362, 1.55022, -0.39550], [-1.38325, -2.08328, -0.14146], [-1.46734, -1.12919, 1.42115]]
}

3.
{
  "formula": "C3H4ClN3O",
  "method": "the ωB97M-V functional and the def2-TZVPD basis",
  "e_tot_ev": -22210.58266,
  "smiles": "N#CC/C=N\\N=O.Cl",
  "lumo_ev": 0.036,
  "total_charge": 0,
  "orbital_gap_ha": 0.32030,
  "elements": ["N", "C", "C", "C", "N", "N", "O", "H", "H", "H", "Cl", "H"],
  "positions_angstrom": [[-1.84860, 0.45028, -0.34694], [-0.91077, 1.13807, -0.32029], [0.56756, 1.34261, -0.35259], [0.96781, -0.01168, -0.90913], [0.31402, -1.07696, -0.74189], [-0.80140, -1.41887, -0.41013], [-1.23307, -2.20634, 0.38351], [1.06844, 1.48945, 0.53754], [0.78195, 2.13234, -0.98610], [1.77919, -0.01890, -1.47654], [0.09076, -0.50854, 2.44077], [-0.77588, -1.31145, 2.18178]]
}

4.
{
  "formula": "C3H4ClN3O2",
  "method": "the ωB97M-V functional and the def2-TZVPD basis",
  "e_tot_ev": -24257.25865,
  "lumo_ev": -0.824,
  "total_charge": 0,
  "orbital_gap_ha": 0.33611,
  "elements": ["C", "C", "C", "N", "N", "N", "O", "O", "Cl", "H", "H", "H", "H"],
  "positions_angstrom": [[0.15378, 1.33221, -0.56192], [0.70960, 0.09108, 0.17540], [-0.82237, -1.12438, -0.60082], [-0.86719, 0.97954, -1.47669], [-1.31304, -0.18224, -1.52199], [0.51298, -0.12491, 1.52848], [1.02959, -1.19554, 1.88347], [-0.16341, 0.53043, 2.27135], [-0.05439, -2.61876, -1.05755], [-0.27738, 1.97879, 0.20643], [0.83117, 1.93215, -1.06330], [1.70409, -0.26535, -0.01147], [-1.44344, -1.33303, 0.22861]]
}

5.
{
  "formula": "C3H4ClNO",
  "method": "the ωB97M-V functional and the def2-TZVPD basis",
  "e_tot_ev": -19235.69299,
  "smiles": "C=C(Cl)C(N)=O",
  "lumo_ev": 0.391,
  "total_charge": 0,
  "orbital_gap_ha": 0.38474,
  "elements": ["C", "C", "Cl", "C", "N", "O", "H", "H", "H", "H"],
  "positions_angstrom": [[1.82656, -0.54788, -0.13277], [0.49509, -0.33679, -0.07457], [-0.71060, -1.45740, -0.74126], [0.02282, 1.01718, 0.42868], [-1.34434, 1.08886, 0.64594], [0.79291, 1.91184, 0.72348], [2.48185, 0.26994, 0.20294], [2.33051, -1.43640, -0.52746], [-1.93166, 0.25882, 0.49327], [-1.80029, 1.97161, 0.79529]]
}

6.
{
  "formula": "C3H4ClNO",
  "method": "the ωB97M-V functional and the def2-TZVPD basis",
  "e_tot_ev": -19233.40472,
  "smiles": "C=C(Cl)/C=N/O",
  "lumo_ev": 0.384,
  "total_charge": 0,
  "orbital_gap_ha": 0.35208,
  "elements": ["C", "C", "Cl", "C", "N", "O", "H", "H", "H", "H"],
  "positions_angstrom": [[-1.28349, 1.29872, -0.02004], [-1.04455, -0.01275, -0.00336], [-2.39542, -1.11648, 0.01168], [0.27335, -0.68555, -0.01478], [1.38904, -0.08040, 0.09793], [2.40321, -0.91477, -0.07923], [-2.29177, 1.70127, -0.05272], [-0.47437, 2.00224, -0.08985], [0.24833, -1.77684, -0.08258], [3.17567, -0.41544, 0.23294]]
}

7.
{
  "formula": "C3H4ClNO",
  "method": "the ωB97M-V functional and the def2-TZVPD basis",
  "e_tot_ev": -19228.29622,
  "s_squared": 2.019,
  "lumo_ev": [0.894, -1.648],
  "total_charge": 0,
  "multiplicity": 3,
  "orbital_gap_ha": [0.30092, 0.29296],
  "elements": ["C", "C", "C", "N", "O", "Cl", "H", "H", "H", "H"],
  "positions_angstrom": [[0.44003, 0.89719, 1.73897], [1.37297, 0.27583, -0.57068], [0.65516, -0.20174, -1.54741], [-0.77331, 0.80340, 1.87343], [-1.62024, 0.39709, 0.86585], [3.02329, 0.59605, -0.48412], [1.15760, 1.20206, 2.46017], [-2.50910, 0.42311, 1.24908], [1.09906, -0.45880, -2.50427], [-0.40103, -0.35240, -1.43842]]
}

8.
{
  "formula": "C3H4ClNO2",
  "method": "the ωB97M-V functional and the def2-TZVPD basis",
  "e_tot_ev": -21283.52286,
  "smiles": "N/C=C(/Cl)C(=O)O",
  "lumo_ev": 0.794,
  "total_charge": 0,
  "orbital_gap_ha": 0.33665,
  "elements": ["N", "C", "C", "Cl", "C", "O", "O", "H", "H", "H", "H"],
  "positions_angstrom": [[-1.72814, -0.50470, 0.13111], [-0.95386, 0.03563, -0.80845], [0.40086, 0.29383, -0.70502], [1.16440, 0.95019, -2.08865], [1.09174, 0.09260, 0.57704], [0.54011, -0.41541, 1.51592], [2.38538, 0.53370, 0.63510], [-1.31490, -0.78456, 0.99356], [-2.68576, -0.78722, -0.02513], [-1.49173, 0.29858, -1.79553], [2.59192, 0.28738, 1.57005]]
}

9.
{
  "formula": "C3H4ClNOS",
  "method": "the ωB97M-V functional and the def2-TZVPD basis",
  "e_tot_ev": -30068.41296,
  "smiles": "O=C=C(S)Cl.C=N",
  "lumo_ev": -0.239,
  "total_charge": 0,
  "orbital_gap_ha": 0.34185,
  "elements": ["O", "C", "C", "S", "Cl", "H", "C", "N", "H", "H", "H"],
  "positions_angstrom": [[0.94190, -1.57822, -2.32844], [1.40864, -0.89049, -1.49446], [1.72942, -0.14853, -0.47424], [0.75975, 1.28673, -0.33897], [3.11003, -0.71206, 0.52523], [1.55736, 2.07186, -1.22066], [-2.16280, 0.30189, 1.18514], [-1.83519, -0.88882, 1.15291], [-1.63764, 0.97197, 0.53214], [-2.80820, 0.64042, 1.95718], [-1.06327, -1.05474, 0.50418]]
}

10.
{
  "formula": "C3H4ClNOS",
  "method": "the ωB97M-V functional and the def2-TZVPD basis",
  "e_tot_ev": -30068.46907,
  "smiles": "C=NOC(=S)CCl",
  "lumo_ev": -0.232,
  "total_charge": 0,
  "orbital_gap_ha": 0.32398,
  "elements": ["C", "N", "O", "C", "S", "C", "Cl", "H", "H", "H", "H"],
  "positions_angstrom": [[-2.22026, -1.95316, 0.02892], [-1.43070, -0.99016, 0.32176], [-0.20400, -1.04243, -0.44391], [0.73631, -0.23016, 0.04595], [2.34014, -0.61298, -0.07132], [0.26406, 1.04644, 0.70131], [-0.83735, 2.01736, -0.27819], [-1.96663, -2.82649, -0.56801], [-3.21521, -1.90632, 0.49848], [-0.19747, 0.71712, 1.62722], [1.13827, 1.62014, 0.95449]]
}

11.
{
  "formula": "C3H4ClNS",
  "method": "the ωB97M-V functional and the def2-TZVPD basis",
  "e_tot_ev": -28022.76495,
  "smiles": "N#C[C@@H](Cl)CS",
  "lumo_ev": 0.374,
  "total_charge": 0,
  "orbital_gap_ha": 0.37681,
  "elements": ["N", "C", "C", "Cl", "C", "S", "H", "H", "H", "H"],
  "positions_angstrom": [[-0.24750, 0.16886, 2.63758], [-0.31131, 0.26458, 1.50040], [-0.49993, 0.47144, 0.06391], [-1.02983, 2.18205, -0.29780], [0.55675, 0.03517, -0.87439], [0.84525, -1.79511, -0.83760], [-1.36115, -0.16474, -0.04159], [1.50472, 0.50168, -0.67047], [0.27358, 0.21130, -1.87499], [0.26942, -1.87523, 0.39495]]
}

12.
{
  "formula": "C3H4ClO2S",
  "method": "the ωB97M-V functional and the def2-TZVPD basis",
  "e_tot_ev": -30628.25783,
  "lumo_ev": [3.618, 3.618],
  "total_charge": -1,
  "orbital_gap_ha": [0.25100, 0.25107],
  "elements": ["C", "C", "C", "O", "O", "S", "Cl", "H", "H", "H", "H"],
  "positions_angstrom": [[-1.00055, -0.27198, 0.90727], [0.25975, 0.53967, -1.44431], [0.25610, -0.81687, 0.42327], [-2.16727, -0.63343, 0.63848], [-0.71170, 0.73627, 1.69832], [1.76271, -0.47563, 1.10741], [1.87973, 0.57850, -1.80355], [-0.45651, -0.14723, -1.86905], [-0.18787, 1.58307, -1.36788], [0.12228, -1.74369, -0.09780], [0.24332, 0.65133, 1.80785]]
}